1.
Here is C3H5ClS2 as an isolated structure from the Open Molecules 2025 dataset. Energies are from ωB97M-V/def2-TZVPD.

```
11
C3H5ClS2 (ωB97M-V/def2-TZVPD)
C -1.950 0.756 0.223
C -1.351 -0.526 0.675
C 1.978 1.134 -0.804
S -3.547 1.027 0.259
S -1.020 2.023 -0.364
Cl 2.778 1.569 0.649
H -2.000 -1.238 1.191
H -0.699 -0.404 1.433
H -0.751 -1.170 0.050
H 2.431 1.656 -1.635
H 1.692 0.125 -0.986
```

- energy (Eh) = -1373.738086
- ΔE to the lowest compared entry with this formula, charge and spin (kcal per mole) = 76.9
- HOMO (alpha / beta) (eV) = -8.9 / -8.6
- HOMO-LUMO gap (alpha / beta) (eV) = 8.407 / 6.300
- lowest unoccupied orbital energy (alpha / beta) (eV) = -0.540 / -2.268

These are the Mulliken partial charges, in e, on atoms 1 to 5: atom 1 (C): 0.452, atom 2 (C): -1.217, atom 3 (C): -0.544, atom 4 (S): -0.238, atom 5 (S): -0.109


2.
Here is one molecule with the formula C3H5ClSi from the Open Molecules 2025 dataset. Energies are from ωB97M-V/def2-TZVPD.

```
10
C3H5ClSi (ωB97M-V/def2-TZVPD)
C 2.349 0.813 -0.588
C 1.207 0.482 -0.744
Si -0.337 -0.543 -0.755
C -1.366 0.219 0.991
Cl -2.044 1.901 0.495
H 3.373 1.243 -0.533
H -0.215 -1.944 -0.351
H -0.647 -0.374 -2.155
H -0.669 0.155 1.841
H -2.122 -0.379 1.157
```

- energy (Eh) = -866.876672
- ΔE to the lowest compared entry with this formula, charge and spin (kcal per mole) = 51.8
- SMILES = C#C[SiH2]CCl
- HOMO (eV) = -9.8
- HOMO-LUMO gap (eV) = 10.403
- lowest unoccupied orbital energy (eV) = 0.609

These are the Mulliken partial charges, in e, on atoms 1 to 5: atom 1 (C): 0.124, atom 2 (C): -0.549, atom 3 (Si): 0.482, atom 4 (C): -0.697, atom 5 (Cl): -0.204


3.
Here is a 2-piece molecular cluster, C3H5ClSi overall from the Open Molecules 2025 dataset. Energies are from ωB97M-V/def2-TZVPD.

```
10
C3H5ClSi (ωB97M-V/def2-TZVPD)
C -1.862 0.141 -2.396
C -0.757 -0.168 -1.975
C 0.334 -0.222 3.272
Si 1.036 -0.023 -1.708
Cl 0.807 -0.631 1.679
H -2.759 0.403 -2.868
H -0.704 -0.675 3.466
H 0.552 0.822 3.716
H 1.278 1.421 -1.994
H 2.077 -1.067 -1.192
```

- energy (Eh) = -866.758954
- ΔE to the lowest compared entry with this formula, charge and spin (kcal per mole) = 125.7
- HOMO (alpha / beta) (eV) = -8.8 / -6.9
- HOMO-LUMO gap (alpha / beta) (eV) = 8.279 / 6.595
- lowest unoccupied orbital energy (alpha / beta) (eV) = -0.528 / -0.324

These are the Mulliken partial charges, in e, on atoms 1 to 5: atom 1 (C): 0.132, atom 2 (C): -0.549, atom 3 (C): -0.474, atom 4 (Si): 0.130, atom 5 (Cl): -0.090


4.
Here is C3H5CoO2 as an isolated structure from the Open Molecules 2025 dataset. Energies are from ωB97M-V/def2-TZVPD.

```
11
C3H5CoO2 (ωB97M-V/def2-TZVPD)
O 0.889 0.053 0.355
Co 2.186 1.023 -0.360
O 3.011 -0.801 -0.114
C 2.193 -1.527 0.367
C -0.480 -0.273 0.398
C -1.416 0.619 -0.388
H -0.548 -1.301 0.007
H -0.775 -0.288 1.460
H -1.374 0.383 -1.461
H -2.457 0.430 -0.086
H -1.229 1.682 -0.179
```

- energy (Eh) = -1650.152710
- ΔE to the lowest compared entry with this formula, charge and spin (kcal per mole) = 25.8
- HOMO (alpha / beta) (eV) = -15.2 / -15.0
- spin multiplicity = 4
- net charge = +1
- HOMO-LUMO gap (alpha / beta) (eV) = 8.702 / 8.259
- lowest unoccupied orbital energy (alpha / beta) (eV) = -6.504 / -6.785

These are the Mulliken partial charges, in e, on atoms 1 to 5: atom 1 (O): -0.537, atom 2 (Co): 1.096, atom 3 (O): -0.279, atom 4 (C): 0.373, atom 5 (C): 0.020


5.
Here is C3H5CsO2 as an isolated structure from the Open Molecules 2025 dataset. Energies are from ωB97M-V/def2-TZVPD.

```
11
C3H5CsO2 (ωB97M-V/def2-TZVPD)
H 0.875 2.355 0.236
Cs 4.174 -0.401 0.934
O 0.653 0.252 0.249
O -0.070 1.985 -0.969
C 0.068 1.443 0.114
C -0.159 -0.920 -0.164
C -1.600 -0.694 0.055
H 0.078 -1.125 -1.213
H 0.231 -1.731 0.468
H -2.256 -0.456 -0.781
H -1.993 -0.706 1.072
```

- energy (Eh) = -287.531301
- HOMO (alpha / beta) (eV) = -11.8 / -12.6
- spin multiplicity = 2
- net charge = +1
- HOMO-LUMO gap (alpha / beta) (eV) = 7.843 / 8.588
- lowest unoccupied orbital energy (alpha / beta) (eV) = -3.967 / -4.002

These are the Mulliken partial charges, in e, on atoms 1 to 5: atom 1 (H): 0.328, atom 2 (Cs): 1.003, atom 3 (O): -0.267, atom 4 (O): -0.363, atom 5 (C): 0.049


6.
Here is C3H5DyO4 as an isolated structure from the Open Molecules 2025 dataset. Energies are from ωB97M-V/def2-TZVPD.

```
13
C3H5DyO4 (ωB97M-V/def2-TZVPD)
O 1.159 0.652 -0.923
C 1.559 -0.343 -0.291
C -1.124 0.590 0.092
O 2.740 -0.617 0.045
O 0.624 -1.051 0.395
C -0.726 -0.877 -0.021
Dy 5.350 0.169 -0.022
H -1.200 1.054 -0.903
H -0.623 1.060 0.953
H -0.831 -1.222 -1.057
H -1.334 -1.490 0.656
O -2.639 0.585 0.565
H -2.956 1.489 0.509
```

- energy (Eh) = -1303.229542
- ΔE to the lowest compared entry with this formula, charge and spin (kcal per mole) = 0.0
- HOMO (alpha / beta) (eV) = -8.8 / -7.0
- spin multiplicity = 6
- HOMO-LUMO gap (alpha / beta) (eV) = 7.960 / 6.463
- lowest unoccupied orbital energy (alpha / beta) (eV) = -0.829 / -0.563

These are the Mulliken partial charges, in e, on atoms 1 to 5: atom 1 (O): -0.660, atom 2 (C): 0.853, atom 3 (C): -0.197, atom 4 (O): -0.392, atom 5 (O): -0.327


7.
Here is C3H5DyO4 as an isolated structure from the Open Molecules 2025 dataset. Energies are from ωB97M-V/def2-TZVPD.

```
13
C3H5DyO4 (ωB97M-V/def2-TZVPD)
O -1.853 -1.346 -1.402
C -2.440 -0.431 -0.744
O -2.878 -0.452 0.390
O -1.953 0.792 -1.247
H -2.431 1.571 -0.939
C 2.151 1.104 0.418
O 1.788 0.549 -0.625
C 1.239 1.591 1.469
H 3.185 1.492 0.445
H 1.148 0.666 2.103
H 0.453 2.191 0.983
H 1.768 2.339 2.081
Dy 0.100 -0.292 -2.088
```

- energy (Eh) = -1302.611109
- ΔE to the lowest compared entry with this formula, charge and spin (kcal per mole) = 0.0
- HOMO (alpha / beta) (eV) = -18.0 / -19.2
- spin multiplicity = 6
- net charge = +2
- HOMO-LUMO gap (alpha / beta) (eV) = 4.554 / 10.138
- lowest unoccupied orbital energy (alpha / beta) (eV) = -13.492 / -9.049

These are the Mulliken partial charges, in e, on atoms 1 to 5: atom 1 (O): -0.520, atom 2 (C): 1.008, atom 3 (O): -0.120, atom 4 (O): -0.466, atom 5 (H): 0.357


8.
Here is C3H5ErO3 as an isolated structure from the Open Molecules 2025 dataset. Energies are from ωB97M-V/def2-TZVPD.

```
12
C3H5ErO3 (ωB97M-V/def2-TZVPD)
O 0.130 -0.564 -0.835
C -0.868 -0.716 0.381
C 1.245 0.179 -0.343
O -1.728 -1.564 0.203
O -0.255 -0.254 1.430
C 0.788 0.669 1.035
H 1.473 1.016 -1.013
H 2.095 -0.511 -0.268
H 0.333 1.666 0.967
H 1.579 0.605 1.789
H -2.131 0.386 -0.790
Er -2.661 -0.912 -2.556
```

- energy (Eh) = -1357.235854
- ΔE to the lowest compared entry with this formula, charge and spin (kcal per mole) = 81.9
- HOMO (alpha / beta) (eV) = -18.3 / -18.0
- spin multiplicity = 4
- net charge = +2
- HOMO-LUMO gap (alpha / beta) (eV) = 7.335 / 6.238
- lowest unoccupied orbital energy (alpha / beta) (eV) = -10.977 / -11.738

These are the Mulliken partial charges, in e, on atoms 1 to 5: atom 1 (O): -0.123, atom 2 (C): 0.526, atom 3 (C): -0.268, atom 4 (O): -0.356, atom 5 (O): -0.210


9.
Here is C3H5ErO4 as an isolated structure from the Open Molecules 2025 dataset. Energies are from ωB97M-V/def2-TZVPD.

```
13
C3H5ErO4 (ωB97M-V/def2-TZVPD)
C -5.512 4.449 3.165
C -5.941 3.713 4.408
O -5.258 2.616 4.762
Er -3.283 1.231 4.645
H -6.168 5.314 3.010
H -4.476 4.800 3.262
H -5.584 3.790 2.289
H -7.028 3.450 4.438
H -5.925 4.369 5.337
O -1.221 1.387 5.465
C -0.986 0.091 5.363
O -2.029 -0.584 4.924
O 0.092 -0.433 5.669
```

- energy (Eh) = -1433.017277
- ΔE to the lowest compared entry with this formula, charge and spin (kcal per mole) = 21.9
- HOMO (alpha / beta) (eV) = -12.6 / -12.5
- spin multiplicity = 5
- net charge = +1
- HOMO-LUMO gap (alpha / beta) (eV) = 6.073 / 3.661
- lowest unoccupied orbital energy (alpha / beta) (eV) = -6.493 / -8.855

These are the Mulliken partial charges, in e, on atoms 1 to 5: atom 1 (C): -1.103, atom 2 (C): 0.012, atom 3 (O): -0.393, atom 4 (Er): 1.630, atom 5 (H): 0.345


10.
Here is a 2-piece molecular cluster, C3H5F2N2 overall from the Open Molecules 2025 dataset. Energies are from ωB97M-V/def2-TZVPD.

```
12
C3H5F2N2 (ωB97M-V/def2-TZVPD)
C -0.374 -1.834 0.496
C -0.257 0.571 0.144
C 2.371 -0.060 -0.310
N -0.438 -0.620 0.147
N -0.682 1.783 0.017
F 2.940 0.536 0.706
F 2.034 -1.319 -0.235
H -0.554 -2.674 -0.296
H -0.276 -2.235 1.461
H 1.913 0.449 -1.166
H -0.057 2.551 0.234
H -1.607 1.860 -0.380
```

- energy (Eh) = -426.116187
- ΔE to the lowest compared entry with this formula, charge and spin (kcal per mole) = 105.3
- HOMO (alpha / beta) (eV) = -12.7 / -13.5
- net charge = +1
- HOMO-LUMO gap (alpha / beta) (eV) = 6.553 / 9.186
- lowest unoccupied orbital energy (alpha / beta) (eV) = -6.127 / -4.291

These are the Mulliken partial charges, in e, on atoms 1 to 5: atom 1 (C): -0.270, atom 2 (C): 0.249, atom 3 (C): 0.037, atom 4 (N): -0.037, atom 5 (N): -0.353


Please write out number 5 again, unchanged.
Here is C3H5CsO2 as an isolated structure from the Open Molecules 2025 dataset. Energies are from ωB97M-V/def2-TZVPD.

```
11
C3H5CsO2 (ωB97M-V/def2-TZVPD)
H 0.875 2.355 0.236
Cs 4.174 -0.401 0.934
O 0.653 0.252 0.249
O -0.070 1.985 -0.969
C 0.068 1.443 0.114
C -0.159 -0.920 -0.164
C -1.600 -0.694 0.055
H 0.078 -1.125 -1.213
H 0.231 -1.731 0.468
H -2.256 -0.456 -0.781
H -1.993 -0.706 1.072
```

- energy (Eh) = -287.531301
- HOMO (alpha / beta) (eV) = -11.8 / -12.6
- spin multiplicity = 2
- net charge = +1
- HOMO-LUMO gap (alpha / beta) (eV) = 7.843 / 8.588
- lowest unoccupied orbital energy (alpha / beta) (eV) = -3.967 / -4.002

These are the Mulliken partial charges, in e, on atoms 1 to 5: atom 1 (H): 0.328, atom 2 (Cs): 1.003, atom 3 (O): -0.267, atom 4 (O): -0.363, atom 5 (C): 0.049